1.
# C32H35FN4O2S

The molecule C32H35FN4O2S (ωB97M-V/def2-TZVPD, the Open Molecules 2025 dataset).

Geometry (Å):
C 2.754 3.969 -0.408
C 2.032 2.631 -0.512
N 2.967 1.519 -0.566
C 2.346 0.269 -0.168
C 3.381 -0.850 -0.155
N 3.965 -1.006 -1.478
C 4.866 -2.149 -1.570
C 4.122 -3.483 -1.681
C 3.268 -3.571 -2.950
N 2.245 -2.552 -2.960
C 0.946 -2.838 -2.715
O 0.489 -3.965 -2.674
C 0.113 -1.615 -2.498
C -0.879 -1.650 -1.523
C -1.599 -0.515 -1.217
C -1.355 0.681 -1.893
C -2.078 1.896 -1.548
C -2.378 2.259 -0.297
S -3.326 3.715 0.032
C -4.427 2.956 1.191
C -5.722 3.442 1.287
C -6.631 2.844 2.139
C -6.247 1.734 2.874
C -4.954 1.253 2.788
C -4.012 1.869 1.968
N -2.676 1.447 1.973
C -2.110 0.889 3.198
C -2.176 -0.617 3.265
C -1.537 -1.406 2.314
C -1.600 -2.786 2.375
C -2.293 -3.411 3.398
C -2.916 -2.651 4.372
C -2.845 -1.273 4.291
F -3.453 -0.544 5.259
C -1.823 1.628 0.926
O -0.643 1.330 1.000
C -0.423 0.688 -2.931
C 0.316 -0.442 -3.219
C 4.600 0.245 -1.854
C 3.559 1.359 -1.879
H 2.034 4.762 -0.225
H 3.295 4.205 -1.321
H 3.463 3.939 0.416
H 1.360 2.632 -1.389
H 1.408 2.492 0.372
H 1.928 0.392 0.833
H 1.522 -0.005 -0.846
H 2.891 -1.782 0.135
H 4.160 -0.616 0.590
H 5.474 -2.019 -2.470
H 5.552 -2.185 -0.706
H 3.481 -3.633 -0.812
H 4.859 -4.288 -1.694
H 2.769 -4.541 -3.008
H 3.903 -3.442 -3.833
H 2.607 -1.637 -2.693
H -1.065 -2.579 -1.006
H -2.374 -0.551 -0.465
H -2.390 2.534 -2.366
H -6.001 4.293 0.686
H -7.634 3.231 2.214
H -6.953 1.240 3.522
H -4.677 0.387 3.362
H -2.621 1.337 4.052
H -1.056 1.189 3.208
H -0.972 -0.924 1.531
H -1.099 -3.377 1.624
H -2.343 -4.487 3.446
H -3.451 -3.105 5.191
H -0.258 1.600 -3.488
H 1.046 -0.421 -4.015
H 5.038 0.135 -2.850
H 5.400 0.518 -1.146
H 4.046 2.292 -2.166
H 2.790 1.117 -2.638

Its LUMO energy is 0.04 eV. The orbital gap comes out at 8.4 eV. Its SMILES is CCN1CCN(CCCNC(=O)c2ccc(/C=C3/Sc4ccccc4N(Cc4ccccc4F)C3=O)cc2)CC1. For the strongest force on any atom, the calculation gives 0.816 eV/Å. For the energy, the calculation gives -2107.9958 Eh. Its energy above the lowest of the compared OMol25 structures with the same formula, charge and spin is 0.0 kJ/mol.

2.
# C32H35N3O2

A cluster of 2 separate species, C32H35N3O2 in total in a non-equilibrium geometry (ωB97M-V/def2-TZVPD, the Open Molecules 2025 dataset).

Geometry (Å):
C 4.201 -2.515 2.987
C 5.283 -1.492 2.650
N 4.862 -0.185 3.067
C 5.765 0.928 3.266
C 4.833 2.092 3.701
C 3.459 1.522 3.607
C 2.225 1.952 4.018
C 1.086 1.082 3.906
C -0.129 1.472 4.533
C -1.421 1.006 4.100
C -2.469 1.941 3.809
C -3.732 1.477 3.497
C -3.931 0.080 3.521
N -5.236 -0.223 3.351
C -5.769 -1.554 3.470
C -4.680 -2.603 3.264
C -3.354 -2.295 3.977
C -2.953 -0.874 3.822
C -1.687 -0.380 4.103
C -6.052 0.948 3.121
C -5.033 2.121 3.149
C 1.230 -0.175 3.250
C 2.489 -0.698 2.986
C 3.565 0.180 3.168
C 2.793 -2.093 2.542
H 4.472 -3.473 2.538
H 4.180 -2.655 4.075
H 6.215 -1.725 3.183
H 5.511 -1.497 1.569
H 6.533 0.664 4.012
H 6.289 1.184 2.326
H 5.058 2.410 4.728
H 5.009 2.950 3.040
H 2.093 2.979 4.385
H -0.108 2.403 5.109
H -2.234 3.012 3.800
H -6.242 -1.684 4.464
H -6.559 -1.659 2.706
H -5.063 -3.578 3.586
H -4.466 -2.665 2.190
H -3.429 -2.524 5.055
H -2.572 -2.955 3.577
H -0.914 -1.097 4.365
H -6.587 0.850 2.163
H -6.809 1.061 3.913
H -5.370 2.854 3.891
H -5.001 2.623 2.175
H 0.355 -0.728 2.927
H 2.688 -2.165 1.447
H 2.067 -2.791 2.974
C 4.529 -0.969 6.919
C 3.566 0.160 7.088
O 2.260 -0.283 6.650
C 1.249 0.580 6.949
C -0.058 0.080 6.456
C -1.213 0.338 7.246
C -1.365 1.576 7.932
C -2.596 1.843 8.572
N -3.601 0.962 8.565
C -3.452 -0.233 8.003
C -2.276 -0.599 7.325
O 1.473 1.687 7.440
H 5.539 -0.637 7.195
H 4.241 -1.780 7.599
H 4.572 -1.371 5.901
H 3.523 0.444 8.150
H 3.829 1.054 6.502
H 0.003 -0.929 6.028
H -0.556 2.298 7.986
H -2.744 2.803 9.085
H -4.285 -0.935 8.071
H -2.198 -1.608 6.920

Its LUMO energy is -0.36 eV. The orbital gap comes out at 6.1 eV. For the strongest force on any atom, the calculation gives 2.133 eV/Å. For the energy, the calculation gives -1555.0943 Eh. Its energy above the lowest of the compared OMol25 structures with the same formula, charge and spin is 0.0 kJ/mol.

3.
# C32H36BCl5N12OSb2Ti

A structure of composition C32H36BCl5N12OSb2Ti (ωB97M-V/def2-TZVPD, the Open Molecules 2025 dataset).

Geometry (Å):
Ti 0.695 -0.765 -1.585
C 0.276 -3.858 -4.523
C 1.036 -2.992 -3.763
N 0.249 -2.270 -2.947
N -1.035 -2.665 -3.187
C -1.029 -3.624 -4.118
B -2.146 -2.035 -2.295
N -1.667 -2.307 -0.816
C -2.141 -3.162 0.081
C -1.357 -3.083 1.235
C -0.391 -2.146 0.944
N -0.576 -1.669 -0.304
N -2.065 -0.492 -2.521
C -3.029 0.345 -2.896
C -2.464 1.595 -3.133
C -1.119 1.432 -2.868
N -0.875 0.158 -2.496
N -3.545 -2.489 -2.501
C -4.219 -2.956 -3.596
C -5.541 -3.040 -3.271
C -5.607 -2.580 -1.938
N -4.419 -2.240 -1.479
H 0.615 -4.562 -5.263
H 2.107 -2.865 -3.750
H -1.936 -4.101 -4.441
H -3.008 -3.767 -0.129
H -1.492 -3.639 2.147
H 0.420 -1.776 1.550
H -4.054 0.017 -2.971
H -2.964 2.487 -3.471
H -0.323 2.154 -2.945
H -3.732 -3.166 -4.532
H -6.350 -3.383 -3.893
H -6.476 -2.486 -1.306
C 3.216 -0.726 3.936
Sb 2.100 0.611 2.687
C 3.637 2.096 2.634
C 1.015 1.503 4.403
C 0.357 2.764 4.089
C 1.015 3.965 4.392
C 0.378 5.176 4.285
C -0.971 5.245 3.839
C -1.619 4.107 3.478
C -0.985 2.831 3.556
C -1.712 1.678 3.132
Sb -1.777 1.403 0.828
C -2.754 3.273 0.480
C -3.560 0.239 1.048
H 3.675 -0.169 4.752
H 4.006 -1.173 3.331
H 2.586 -1.513 4.346
H 4.180 2.076 3.578
H 3.209 3.085 2.476
H 4.324 1.872 1.820
H 1.825 1.643 5.117
H 0.346 0.709 4.730
H 2.023 3.920 4.785
H 0.890 6.083 4.580
H -1.476 6.200 3.795
H -2.647 4.151 3.145
H -2.792 1.792 3.234
H -1.363 0.714 3.492
H -3.746 3.259 0.931
H -2.853 3.434 -0.593
H -2.169 4.089 0.899
H -4.405 0.896 1.249
H -3.438 -0.449 1.885
H -3.770 -0.348 0.151
Cl 4.120 5.125 -3.719
C 3.277 3.891 -2.908
C 3.220 2.610 -3.461
Cl 3.970 2.239 -4.946
C 2.524 1.634 -2.773
Cl 2.321 0.024 -3.419
C 1.886 1.864 -1.563
O 1.231 0.824 -0.997
C 1.920 3.145 -1.033
Cl 1.076 3.489 0.430
C 2.621 4.155 -1.698
Cl 2.669 5.724 -1.034
N 5.529 -4.945 0.321
C 4.297 -4.471 0.387
N 3.398 -5.043 1.187
N 4.017 -3.409 -0.369
C 3.033 -2.668 -0.568
N 2.210 -1.874 -0.851
H 5.835 -5.734 0.867
H 6.191 -4.509 -0.301
H 3.621 -5.864 1.727
H 2.451 -4.710 1.215

As for the spin multiplicity: 2. Its LUMO energy (spin up / spin down) is -9.15 / -9.91 eV. The orbital gap (spin up / spin down) comes out at 6.0 / 5.2 eV. For the strongest force on any atom, the calculation gives 0.781 eV/Å. Its net charge is +3. Its expectation value of S² is 0.768. For the energy, the calculation gives -5628.3908 Eh. Its energy above the lowest of the compared OMol25 structures with the same formula, charge and spin is 55.6 kJ/mol.

4.
# C32H36BClF20NO22S

A cluster of 7 separate species, C32H36BClF20NO22S in total in a non-equilibrium geometry (ωB97M-V/def2-TZVPD, the Open Molecules 2025 dataset).

Geometry (Å):
C 2.764 7.981 -2.844
C 4.018 7.950 -3.902
C 4.282 6.470 -4.597
C 4.355 5.229 -3.528
O 4.678 3.918 -4.110
C 3.499 3.242 -4.670
O 2.748 3.876 -5.782
B 1.291 3.893 -5.448
F 1.161 5.267 -4.827
C 0.192 3.943 -6.678
C -1.294 3.679 -5.961
C -2.558 3.954 -6.998
F -2.621 5.391 -7.362
F -2.187 3.229 -8.271
C -3.981 3.300 -6.509
F -3.734 2.029 -5.795
F -4.756 2.971 -7.762
C -4.935 4.373 -5.649
F -5.485 5.288 -6.713
F -3.952 5.098 -4.759
C -6.069 3.569 -4.796
F -6.637 2.367 -5.483
F -5.368 3.023 -3.573
S -7.507 4.569 -4.162
F -7.005 4.249 -2.520
F -8.456 3.113 -4.068
F -8.195 4.827 -5.707
F -6.657 6.051 -4.139
F -8.857 5.403 -3.489
O 1.201 2.742 -4.484
C 2.444 2.459 -3.691
N 2.069 3.036 -2.345
C 2.971 0.886 -3.644
C 2.068 -0.086 -2.677
O 1.114 -0.910 -3.172
Cl 2.250 -0.096 -0.803
H 2.292 9.053 -2.685
H 3.177 7.585 -1.799
H 1.938 7.181 -3.166
H 3.711 8.671 -4.801
H 5.006 8.430 -3.449
H 5.337 6.533 -5.121
H 3.481 6.357 -5.442
H 5.250 5.488 -2.782
H 3.382 5.262 -2.879
H 4.007 2.328 -5.245
H 0.176 4.979 -7.263
H 0.453 3.127 -7.488
H -1.248 2.584 -5.548
H -1.357 4.451 -5.069
H 1.270 2.483 -1.918
H 1.649 4.008 -2.455
H 4.060 0.909 -3.192
H 2.958 0.446 -4.738
C 3.320 -1.517 3.055
C 4.614 -1.036 3.617
O 5.401 -0.792 2.473
C 4.511 -0.463 1.495
O 4.817 0.077 0.445
O 3.231 -0.804 1.838
F 5.213 -2.004 4.347
H 3.322 -2.592 2.847
H 2.473 -1.287 3.707
H 4.533 -0.118 4.210
C -2.459 -0.120 1.644
C -1.662 -0.882 0.642
O -0.328 -0.596 0.996
C -0.358 -0.372 2.340
O 0.630 -0.364 3.055
O -1.633 -0.163 2.790
F -1.881 -0.412 -0.607
H -2.621 0.923 1.353
H -3.429 -0.584 1.843
H -1.825 -1.965 0.667
C -7.197 1.237 0.251
C -6.245 0.171 -0.173
O -5.637 -0.228 1.035
C -6.577 -0.002 1.996
O -6.531 -0.470 3.121
O -7.581 0.809 1.542
F -5.288 0.675 -0.985
H -6.725 2.223 0.322
H -8.063 1.309 -0.412
H -6.721 -0.692 -0.649
C -1.587 -4.336 4.399
C -0.674 -3.680 5.379
O 0.611 -4.012 4.905
C 0.467 -4.151 3.557
O 1.396 -4.166 2.767
O -0.848 -4.265 3.197
F -0.825 -4.214 6.611
H -1.786 -5.385 4.642
H -2.542 -3.811 4.305
H -0.778 -2.591 5.429
C 3.027 -5.132 7.016
C 4.073 -5.007 8.070
O 3.985 -6.229 8.768
C 3.545 -7.132 7.848
O 3.605 -8.342 7.994
O 3.036 -6.517 6.737
F 3.778 -4.004 8.927
H 2.032 -4.840 7.370
H 3.266 -4.550 6.122
H 5.089 -4.878 7.681
C 2.588 -11.032 7.141
C 2.990 -11.978 8.220
O 1.863 -12.812 8.364
C 1.279 -12.834 7.134
O 0.444 -13.653 6.787
O 1.747 -11.829 6.332
F 3.188 -11.323 9.386
H 2.021 -10.174 7.519
H 3.445 -10.662 6.571
H 3.869 -12.585 7.980

Its LUMO energy is -1.29 eV. The orbital gap comes out at 4.6 eV. For the strongest force on any atom, the calculation gives 9.111 eV/Å. Its net charge is -1. For the energy, the calculation gives -5831.3582 Eh.

5.
# C32H37BF3NO2

A cluster of 2 separate species, C32H37BF3NO2 in total in a non-equilibrium geometry (ωB97M-V/def2-TZVPD, the Open Molecules 2025 dataset).

Geometry (Å):
C -6.280 1.548 0.210
C -5.052 1.473 1.110
C -4.626 2.904 1.392
C -5.266 0.600 2.443
C -5.290 1.428 3.727
C -6.551 -0.197 2.453
O -4.170 -0.294 2.466
B -3.309 0.042 1.373
C -1.962 0.765 1.977
C -1.485 0.423 3.245
C -0.229 0.883 3.674
C 0.413 1.862 2.896
C 1.824 2.269 3.225
F 2.684 1.226 2.943
F 2.247 3.338 2.481
F 1.998 2.588 4.540
C -0.176 2.379 1.738
C -1.317 1.744 1.230
C -2.663 -1.441 0.488
C -2.142 -2.386 1.526
C -1.795 -1.122 -0.688
O -4.004 0.826 0.402
H -7.143 1.956 0.763
H -6.071 2.245 -0.611
H -6.558 0.568 -0.200
H -5.280 3.339 2.160
H -3.569 2.970 1.689
H -4.750 3.504 0.480
H -6.203 2.042 3.765
H -5.325 0.759 4.599
H -4.426 2.100 3.823
H -7.411 0.480 2.495
H -6.611 -0.838 1.570
H -6.587 -0.818 3.352
H -2.062 -0.240 3.889
H 0.221 0.465 4.582
H 0.257 3.220 1.192
H -1.658 2.020 0.227
H -3.639 -1.816 0.136
H -2.957 -2.657 2.207
H -1.795 -3.311 1.049
H -1.326 -1.961 2.115
H -2.230 -0.327 -1.302
H -0.786 -0.813 -0.392
H -1.723 -2.022 -1.319
C 5.936 -4.682 -4.011
N 5.084 -3.533 -3.717
C 3.864 -3.556 -3.086
C 3.399 -2.228 -2.885
C 2.309 -1.693 -2.147
C 2.501 -0.463 -1.415
C 3.665 -0.336 -0.609
C 4.073 0.897 -0.135
C 3.223 2.002 -0.258
C 2.004 1.878 -0.923
C 1.624 0.659 -1.490
C 4.425 -1.371 -3.504
C 4.596 0.003 -3.574
C 5.842 0.519 -3.954
C 6.883 -0.322 -4.381
C 6.701 -1.712 -4.405
C 5.468 -2.208 -3.966
H 6.954 -4.315 -4.196
H 5.952 -5.374 -3.155
H 5.602 -5.247 -4.901
H 3.409 -4.464 -2.699
H 1.356 -2.203 -2.068
H 4.254 -1.233 -0.409
H 5.041 1.001 0.353
H 3.515 2.950 0.195
H 1.347 2.751 -0.998
H 0.689 0.558 -2.046
H 3.756 0.646 -3.317
H 5.996 1.595 -3.937
H 7.818 0.127 -4.715
H 7.497 -2.366 -4.770

Its LUMO energy is -3.35 eV. The orbital gap comes out at 2.3 eV. For the strongest force on any atom, the calculation gives 3.682 eV/Å. For the energy, the calculation gives -1771.2166 Eh. Its energy above the lowest of the compared OMol25 structures with the same formula, charge and spin is 369.7 kJ/mol.